No. 1
The following is a DFT calculation (ωB97M-V/def2-TZVPD) of a structure of composition C40H29CsF5NO4P2S.

Geometry as XYZ:
```
83
C40H29CsF5NO4P2S, DFT ωB97M-V/def2-TZVPD
H 2.395 -1.091 2.115
C 1.784 -2.384 0.503
C -3.193 -0.204 1.590
H 2.432 -2.891 3.785
H -3.836 -2.717 1.157
O -1.881 2.615 0.772
H -1.539 -1.534 2.003
H -1.392 -0.911 -2.633
H 0.418 -2.451 -2.033
C -4.446 -1.752 -2.019
C 2.456 4.966 -3.148
C -2.271 3.073 1.874
C 5.401 -2.371 -2.187
C -4.848 -3.891 -0.318
C -4.282 0.665 3.564
H 1.130 2.306 5.926
H -5.453 -2.925 -3.504
H 1.140 -3.915 -0.870
O 2.227 0.353 4.696
H 1.804 -5.213 3.146
C 0.620 -1.381 -1.987
C 2.565 5.766 -5.473
H -4.769 1.249 1.565
C 2.075 4.566 -5.959
H -2.399 4.197 4.308
C 1.964 3.774 -3.699
H -5.007 -4.723 0.359
C 3.380 -1.193 -1.576
C 1.424 -3.687 0.149
F 1.304 2.390 -5.504
C -4.186 -2.759 0.133
H -0.794 3.899 6.244
C -5.098 -2.888 -2.480
P -3.057 -0.131 -0.240
C 0.595 1.889 3.909
C 1.433 -4.700 1.094
C -3.970 -1.671 -0.712
C 0.420 2.521 5.138
C -3.428 -0.067 4.373
H -1.391 -1.883 -0.193
C -2.447 -0.863 3.799
F 3.231 7.141 -3.735
C 5.709 -1.391 -3.120
H -0.728 -0.338 0.321
C -5.304 -3.963 -1.628
H 5.099 0.483 -3.976
C -1.342 -0.821 -0.449
C -1.296 2.878 3.057
F 2.863 6.754 -6.339
C -0.649 3.379 5.302
H 1.148 -5.706 0.810
N -0.246 2.075 2.890
C 2.161 -3.132 2.764
H -5.821 -4.848 -1.979
C -2.333 -0.932 2.418
O -3.332 3.667 2.130
H -0.525 0.456 -1.977
Cs 0.805 2.419 0.236
H -1.742 -1.402 4.418
H 1.107 -1.116 -2.927
C 3.716 -0.200 -2.496
H 6.607 -1.467 -3.720
S 2.700 5.216 -1.455
C -0.709 -0.607 -1.834
H 3.079 0.671 -2.605
C 2.746 5.948 -4.116
F 1.893 4.374 -7.282
H 6.062 -3.219 -2.053
H -3.497 0.013 5.452
O 2.198 0.885 2.506
F 1.654 2.739 -2.889
C 1.804 -4.422 2.405
H -5.007 1.339 4.002
H 4.024 -3.043 -0.693
C -1.529 3.558 4.251
C 4.863 -0.301 -3.267
C 4.248 -2.272 -1.420
P 1.813 -0.946 -0.627
C -4.160 0.602 2.184
H -4.308 -0.906 -2.683
C 1.777 3.567 -5.050
C 1.792 0.946 3.692
C 2.150 -2.112 1.820
```

Computed properties:
Max |F| ... 0.83 eV/Å
LUMO energy ... 3.73 eV
Relative energy (zero: lowest compared OMol25 entry of this formula, charge and spin) ... 15.84 kcal/mol
E ... -95183.289 eV
M ... 909.58 g mol⁻¹
Kohn-Sham gap ... 6.133 eV
E_HOMO ... -0.0884 Eh
Net charge ... -2

No. 2
The following is a DFT calculation (ωB97M-V/def2-TZVPD) of a structure of composition C40H30ClF3NO2PtS2 in a non-equilibrium geometry.

Geometry as XYZ:
```
80
C40H30ClF3NO2PtS2, DFT ωB97M-V/def2-TZVPD
C 0.169 -1.895 -0.090
H 1.772 0.948 -6.369
C 2.209 0.749 -1.556
C 1.990 0.050 -3.860
H 4.671 2.771 -2.420
C 3.615 3.968 -0.953
H 7.351 1.399 0.501
C 5.937 5.535 -0.912
H -4.623 4.318 -4.094
H 4.105 -2.055 -0.904
S 2.631 0.160 0.149
O -0.662 2.805 1.347
C -4.992 0.050 -0.086
F 1.319 -2.459 -0.553
C -4.334 -1.027 -0.653
C 6.640 0.647 0.182
C 1.858 1.744 -5.639
H 2.107 4.584 -3.017
H 1.822 3.302 -7.083
H -2.119 2.492 -4.345
C -4.225 1.094 0.401
H 6.533 -2.471 -1.126
C 2.103 -0.272 -2.541
H 8.866 -1.433 0.524
C -1.995 3.027 -3.411
H -1.574 4.894 -0.053
C 2.654 5.364 0.816
F -0.807 -2.711 -0.531
C 2.422 3.193 -0.947
H -3.729 5.833 -4.168
N -2.224 -0.012 -0.251
Cl -4.948 2.497 1.082
C 8.577 -0.874 -0.369
C -1.682 4.384 -1.002
C 1.967 4.078 -5.068
H -0.672 1.553 -2.583
H 6.833 6.140 -0.917
C -1.006 3.196 -1.235
H 4.961 6.716 0.568
C 4.391 -0.075 -0.111
H -3.302 4.494 -5.246
C 1.968 1.401 -4.270
C 4.821 -1.292 -0.621
H -6.071 0.076 -0.028
S -0.011 2.469 0.072
H -4.888 -1.876 -1.025
C 2.086 2.433 -3.298
Pt 0.040 0.110 -0.417
O 2.485 1.315 1.067
H 2.742 6.219 1.474
C 7.106 -0.566 -0.319
H 1.940 -0.727 -4.612
H 6.696 4.140 -2.379
H 0.746 4.741 1.566
C 2.228 2.093 -1.924
C 3.718 5.073 -0.071
H -3.060 5.804 -1.806
C 1.543 4.574 0.854
C 4.723 3.640 -1.776
H -2.249 1.790 0.796
C 5.281 0.898 0.301
C 1.876 3.049 -6.032
C -2.956 -1.016 -0.744
C 6.181 -1.525 -0.734
C -1.169 2.506 -2.428
H 1.977 5.111 -5.390
C 1.437 3.511 -0.054
H 4.918 1.827 0.721
H -2.437 -1.836 -1.207
H 9.175 0.035 -0.403
C -2.518 4.884 -1.985
C -2.845 1.018 0.335
H 8.816 -1.491 -1.234
C 2.052 3.783 -3.740
C 4.899 5.857 -0.088
C -3.631 4.751 -4.240
F 0.214 -2.034 1.248
C 5.854 4.403 -1.752
C -2.684 4.220 -3.200
H 2.170 -1.307 -2.238
```

Computed properties:
Max |F| ... 1.84 eV/Å
LUMO energy ... -4.47 eV
Relative energy (zero: lowest compared OMol25 entry of this formula, charge and spin) ... 47.98 kcal/mol
E ... -93137.561 eV
M ... 908.34 g mol⁻¹
Kohn-Sham gap ... 6.236 eV
E_HOMO ... -0.3935 Eh
Net charge ... +1

No. 3
The following is a DFT calculation (ωB97M-V/def2-TZVPD) of a structure of composition C40H31BrIrN3O2P2S3.

Geometry as XYZ:
```
83
C40H31BrIrN3O2P2S3, DFT ωB97M-V/def2-TZVPD
H -1.223 -6.693 -6.691
C 0.842 -0.194 3.416
H -4.019 -0.041 0.599
C 3.497 2.557 2.588
N -0.360 -2.926 -4.685
C -4.306 0.794 3.798
H 6.005 0.937 4.176
H 2.106 -2.977 -6.208
H 4.113 5.788 -1.336
C 1.617 -4.847 -7.158
C 1.623 0.507 5.582
C -1.756 3.225 -1.102
H -4.456 0.890 -0.876
H -2.068 -1.671 3.173
C 3.164 1.580 1.650
H 3.927 3.405 -0.721
C 0.216 1.459 0.938
C 1.941 3.613 0.088
Br -6.451 -3.398 -2.312
C -2.364 1.675 2.683
C -3.616 1.868 3.259
C -1.805 0.403 2.658
C -4.687 -2.728 -2.421
H -1.833 2.495 2.217
O -2.629 -0.088 -0.953
C 2.367 -0.663 5.686
H -4.292 -1.321 4.187
H 2.926 -2.507 4.745
C -4.334 -1.658 -1.607
C 4.885 0.149 2.527
C 2.348 -1.596 4.660
P -0.156 0.146 1.948
C -0.501 -5.894 -6.589
H 0.905 -6.706 -7.972
S -0.184 -1.472 0.671
H 2.535 -4.881 -7.730
H 0.172 6.492 0.192
C -2.500 -0.677 3.205
H -3.188 1.492 0.196
H 0.254 1.639 4.380
C -3.046 -1.162 -1.686
N -2.482 3.768 -0.380
Ir -0.378 0.467 -0.813
C 0.998 5.819 0.001
H 1.637 1.234 6.385
H 2.236 7.331 -0.879
C 1.388 -3.781 -6.312
C -2.126 -1.757 -2.540
S -0.697 2.435 -2.152
C 3.858 0.374 1.621
H 3.586 -0.380 0.892
S 1.882 0.648 -1.140
P 1.797 1.868 0.510
H -5.057 -1.233 -0.930
C 0.684 -5.891 -7.295
N -1.840 -4.580 -4.911
H 5.429 -0.787 2.503
H -4.054 2.858 3.267
C -1.568 -3.452 -4.313
H -0.309 -1.689 -1.871
H -5.283 0.946 4.239
O -0.833 -1.263 -2.574
H 0.014 -2.057 -4.346
C -2.495 -2.806 -3.361
C 3.108 4.084 -0.515
C -3.802 -3.298 -3.299
C -3.749 -0.482 3.770
H -0.018 4.094 0.800
H 1.586 -2.073 2.704
C 4.511 2.319 3.502
C 0.887 4.478 0.350
C -3.649 0.601 -0.202
C 0.189 -3.794 -5.603
H -4.077 -4.123 -3.939
C -0.750 -4.824 -5.728
C 3.212 5.420 -0.861
C 1.594 -1.358 3.517
H 4.766 3.074 4.235
C 0.852 0.738 4.455
H 2.964 3.500 2.600
C 5.206 1.117 3.468
C 2.155 6.287 -0.603
H 2.959 -0.848 6.573
```

Computed properties:
Max |F| ... 0.69 eV/Å
LUMO energy ... 0.02 eV
Relative energy (zero: lowest compared OMol25 entry of this formula, charge and spin) ... 2.69 kcal/mol
E ... -174515.541 eV
M ... 1015.98 g mol⁻¹
Kohn-Sham gap ... 7.788 eV
E_HOMO ... -0.2853 Eh
Net charge ... 0

No. 4
The following is a DFT calculation (ωB97M-V/def2-TZVPD) of a structure of composition C40H31F5N5O3P2PtSe2 in a non-equilibrium geometry.

Geometry as XYZ:
```
89
C40H31F5N5O3P2PtSe2, DFT ωB97M-V/def2-TZVPD
Se -1.538 0.870 -1.537
O 2.389 -1.011 -3.032
H 0.855 2.005 -7.710
H 1.863 4.992 -4.079
H 4.169 0.625 3.011
C -1.547 2.390 2.823
C -2.067 -1.473 6.156
C -2.469 -3.618 -3.812
P 1.409 0.285 3.754
O -0.856 1.828 -4.162
Se 1.612 2.394 3.956
C 2.920 -0.492 4.358
H -1.820 3.688 4.495
C -1.266 -0.476 6.702
H 3.819 0.054 -4.837
C -1.756 3.622 3.417
C 4.143 -0.091 3.821
C 0.333 0.019 0.975
H -0.345 -0.427 -6.266
H -2.038 5.720 3.112
C -1.880 4.761 2.637
F -2.150 -5.803 -4.596
H 1.930 -1.709 5.832
F 0.467 -5.719 -3.879
C 2.877 -1.401 5.410
H -2.876 -1.895 6.739
C -2.484 -0.449 1.321
C 0.308 1.558 -6.880
H -1.900 5.569 0.647
C -2.418 -1.769 0.871
C -1.482 2.304 1.433
H 1.183 -0.414 -7.165
C -0.224 0.063 5.964
H 2.874 3.550 -4.114
Pt 0.322 -0.818 -2.085
C 0.187 -3.526 -3.085
H -5.056 -3.027 2.572
N 0.831 0.413 -3.661
H -3.308 -3.714 0.963
C 1.842 3.906 -4.147
C -0.613 -2.422 -2.845
H -2.451 -2.710 4.443
H -1.456 -0.118 7.706
H -5.208 -0.676 3.308
H -0.585 -1.776 3.128
C 0.196 0.048 -7.089
H 1.317 3.524 -3.267
H 6.265 -0.312 3.908
H -0.684 2.005 -6.840
F -2.757 -1.450 -2.994
C 1.057 1.942 -5.586
C -3.344 -2.693 1.319
C -4.336 -2.302 2.213
H 1.708 3.845 -6.296
H -1.445 1.504 3.437
C 0.245 1.402 -4.407
H 0.139 3.879 -5.477
C -0.784 -1.403 4.125
C 1.213 -0.199 2.016
C 5.277 -1.525 5.381
H -1.546 3.385 -0.434
C 0.017 -0.403 4.673
H -1.648 -2.071 0.169
C -1.829 -1.934 4.870
C 4.063 -1.916 5.919
C -4.418 -0.985 2.637
C 5.316 -0.616 4.328
O 3.249 1.763 -6.538
C -3.496 -0.049 2.188
P -1.275 0.709 0.652
C -1.604 3.451 0.645
F -3.747 -3.660 -4.160
H 0.401 0.842 6.382
C 1.149 3.473 -5.438
N 2.069 -1.148 0.249
H -3.573 0.981 2.506
C -1.800 4.678 1.252
C 2.483 1.397 -5.694
H -0.342 -0.165 -8.011
F 1.471 -3.488 -2.723
N 0.919 -0.573 -0.108
H 4.033 -2.622 6.739
C -0.316 -4.671 -3.673
N 2.879 0.425 -4.763
H 6.199 -1.922 5.786
C -1.944 -2.485 -3.216
C 2.072 -0.093 -3.811
C -1.651 -4.713 -4.040
N 2.261 -0.927 1.507
```

Computed properties:
Max |F| ... 3.91 eV/Å
LUMO energy ... -5.75 eV
Relative energy (zero: lowest compared OMol25 entry of this formula, charge and spin) ... 47.82 kcal/mol
E ... -221673.241 eV
M ... 1139.66 g mol⁻¹
Kohn-Sham gap ... 4.191 eV
E_HOMO ... -0.3653 Eh
Net charge ... +1

Look up the LUMO energy of the fourth one. -5.75 eV

Look up the M of the third one. 1015.98 g mol⁻¹